The following is a DFT calculation (ωB97M-V/def2-TZVPD) of a cluster of 12 separate species, C44H121ClN11O15 in total in a non-equilibrium geometry.

As for the charge: -1. Its calculated total energy is -3939.5331 a.u.

```
192
Properties=species:S:1:pos:R:3:forces:R:3:mulliken_charge:R:1
Cl -0.905 0.647 0.345 2.529 0.862 -0.754 -0.61
O 0.947 0.957 5.527 -0.009 1.301 -0.961 -0.26
O -1.714 -0.457 -0.078 -0.809 -0.021 0.870 0.33
O 6.337 1.590 1.127 0.451 0.442 0.623 -0.37
O -3.476 -5.606 -3.005 0.014 -0.720 -0.614 -0.23
O 2.354 -4.825 0.602 -0.290 0.822 1.395 0.01
O 1.937 6.713 -0.944 -0.234 -0.327 -0.721 -0.25
O -0.114 1.051 -0.805 -0.037 0.361 -0.549 -0.67
O -1.661 1.806 0.780 -0.448 -0.842 0.256 -0.35
O 2.489 3.485 -5.841 0.372 0.003 0.613 -0.27
O -1.665 2.429 5.530 0.315 1.804 -0.034 -0.32
O -0.414 -4.284 0.101 -1.551 0.886 -0.903 0.56
O -6.522 -0.030 2.217 -1.593 0.097 0.635 -0.14
O -1.453 4.998 -3.745 2.266 1.281 -1.309 -0.43
O 0.070 0.255 1.351 -1.176 0.002 0.438 0.41
O 2.950 -3.161 -2.070 2.549 -0.350 -0.221 -0.05
N 0.188 -0.684 7.670 0.462 -0.596 0.269 -0.48
N -6.799 0.284 -1.484 0.087 -0.262 0.041 -0.65
N 1.807 -2.102 0.440 -1.216 1.471 -0.304 2.30
N 0.376 4.255 1.239 -0.046 -0.577 0.742 -0.36
N 0.089 -2.462 -1.994 0.684 0.471 -0.048 1.65
N -2.735 -2.055 -2.342 -0.612 1.356 -1.715 -0.03
N 3.855 0.779 -3.651 1.128 -0.653 -0.482 -0.34
N 3.170 0.429 -0.494 0.444 -0.137 0.081 0.66
N -2.710 1.649 -2.973 0.011 0.734 -0.232 -0.35
N 1.029 -5.365 -1.972 1.093 0.079 -0.083 -0.44
N -2.186 -0.243 5.715 1.226 0.052 0.135 -0.72
C -4.339 -3.279 -1.076 -0.451 -2.043 0.375 -1.85
C -1.654 3.869 5.370 -1.024 -0.519 -0.675 -0.80
C 0.369 5.158 0.139 -0.240 1.082 -0.814 2.16
C 0.245 -1.627 -4.244 0.531 2.284 -0.693 -1.55
C 3.458 2.543 -5.362 -0.050 0.399 -0.964 -1.34
C 1.875 0.018 6.067 0.106 0.885 -1.371 -0.67
C 0.934 -2.449 -3.190 -1.107 -1.302 0.239 0.28
C -3.885 -6.435 -4.105 -0.429 0.434 -0.048 -0.91
C -6.225 0.021 -0.178 0.399 1.337 1.488 1.06
C 2.950 -1.618 2.475 -0.066 -1.309 1.407 -1.25
C -2.132 0.382 4.365 -1.863 -0.530 1.441 2.23
C -7.284 0.153 0.994 2.197 -0.282 -0.157 -1.08
C 7.679 1.143 1.267 -0.355 0.378 -0.127 -0.80
C -0.377 -5.625 -1.935 -0.200 0.465 0.582 2.07
C 1.745 5.818 0.133 -0.734 0.900 0.633 -0.88
C 3.121 7.434 -0.801 0.477 0.474 0.359 -0.85
C -3.457 3.801 -2.216 0.064 -0.170 -0.563 -1.11
C 2.444 -2.177 -2.915 -1.417 0.707 0.174 1.20
C 3.391 2.117 1.305 1.743 -0.606 -1.710 0.11
C 2.755 -2.611 1.337 1.248 -1.080 0.929 1.49
C -0.513 -6.963 -2.585 -2.728 -1.694 -0.138 -2.01
C -7.316 -0.330 3.389 0.079 -0.255 -0.397 -0.99
C -3.185 -3.368 -2.073 -0.013 -0.993 1.069 4.30
C 1.615 -0.341 7.509 -1.798 1.380 -0.126 0.46
C 4.409 -3.038 -1.866 -1.912 -0.687 0.455 -0.95
C 2.978 1.807 -4.120 -1.512 1.313 0.342 0.73
C 4.138 1.348 0.072 0.034 0.152 2.228 0.99
C 2.335 -4.031 1.794 1.173 1.076 -0.574 -1.60
C 2.545 -1.322 8.100 1.280 -0.906 0.900 -1.70
C 5.491 0.655 0.498 -0.442 0.030 -0.555 -1.00
C 1.396 1.589 4.257 0.414 -1.545 0.978 -0.31
C -0.168 5.627 -4.039 -1.013 0.097 0.611 -0.48
C -0.882 -5.477 -0.464 1.511 -1.022 -0.384 -1.58
C -1.236 -3.879 1.160 0.661 0.629 0.082 -0.85
C -0.847 6.136 0.244 1.027 0.125 -1.152 -1.58
C -2.505 1.882 4.542 0.594 -1.838 -0.733 -0.61
C -1.266 3.647 -3.501 -1.694 -1.279 1.166 0.41
C -3.436 -4.208 -3.330 -0.916 -0.041 0.515 -1.36
C -3.109 -0.531 3.593 0.472 1.582 -1.336 -1.17
C 2.616 2.744 -2.911 0.317 -0.385 -0.869 -0.11
C -5.038 1.008 0.035 -0.083 -0.762 -0.193 -1.03
C -2.689 3.084 -3.345 -0.035 -0.388 1.220 0.02
C 2.333 -6.153 0.962 0.190 -0.714 -0.256 -1.18
C 3.030 4.756 -6.148 -0.019 -0.740 0.317 -0.79
H -7.101 1.248 -1.466 -0.022 0.219 -0.293 0.31
H 1.655 0.542 8.147 0.465 0.510 -0.317 0.25
H -4.266 -7.420 -3.836 0.464 0.016 0.958 0.29
H -1.954 -5.672 -0.432 -0.311 0.423 0.119 0.27
H 1.461 -6.417 1.561 -0.262 -0.077 0.178 0.39
H 3.641 4.749 -7.050 -0.173 -0.083 -0.466 0.32
H -0.387 -6.191 0.193 -0.170 -1.231 -0.277 0.66
H 1.831 -0.857 5.418 0.105 -0.588 0.071 0.19
H -2.229 1.639 -2.084 0.039 -0.374 0.463 -0.38
H 2.273 0.893 -0.495 -0.509 -0.117 0.246 -0.84
H -2.304 -3.913 0.944 -0.214 -0.686 0.042 0.35
H -1.878 -1.186 5.529 0.481 -0.321 0.400 0.35
H -2.624 -1.568 -1.464 0.365 0.161 0.139 -0.76
H -0.841 -1.653 -4.325 -0.030 -1.072 0.324 0.24
H -3.154 -0.414 5.947 -0.446 0.398 -0.017 0.28
H 7.856 0.466 2.103 -0.463 -0.539 -0.039 0.28
H 1.282 -1.531 1.087 -1.793 -0.420 0.157 -0.65
H 0.621 2.034 3.633 -0.576 -0.193 0.726 0.13
H 1.842 0.807 3.643 -0.028 -0.175 -0.096 -0.39
H 4.450 2.965 -5.202 0.089 0.673 0.322 0.52
H -4.437 3.328 -2.146 -0.126 0.168 -0.030 0.26
H 2.620 -2.278 7.581 -0.317 -0.117 -0.014 0.32
H 4.799 1.131 -3.584 0.335 0.638 0.627 0.25
H -0.901 -4.460 2.020 -0.715 -0.114 0.615 0.36
H 2.604 2.661 0.782 -0.080 0.006 0.451 -0.91
H 8.337 1.979 1.507 -0.279 0.365 -0.308 0.26
H -4.245 0.876 -0.701 -0.258 -0.271 -0.355 0.12
H -3.548 -1.615 -2.750 -0.022 0.834 -0.396 0.53
H -3.249 3.294 -4.256 0.103 -0.348 -0.286 0.42
H -1.515 -7.374 -2.463 -0.467 -0.122 0.341 0.39
H -2.329 2.306 3.554 -0.129 0.562 -0.103 0.21
H -2.981 3.662 -1.246 0.252 0.050 0.033 0.06
H 7.985 0.701 0.319 0.329 -0.222 0.014 0.33
H -1.197 4.185 4.432 0.488 -0.253 -0.150 0.20
H -4.043 -2.751 -0.170 0.082 -0.041 -0.039 0.29
H -4.137 -0.477 3.952 0.002 0.124 0.166 0.28
H -0.471 -6.988 -3.674 0.677 0.566 -0.108 0.37
H 0.394 5.067 -4.787 -0.175 0.008 -0.224 0.24
H 1.963 -1.456 2.909 -0.268 0.560 -0.166 0.13
H 3.705 -2.819 0.845 0.254 0.216 -0.223 -0.13
H -1.087 -2.819 1.368 0.552 0.075 -0.050 -0.27
H 2.498 5.029 0.124 0.275 -0.063 0.058 0.22
H 2.866 0.450 5.930 0.474 -0.144 0.312 0.45
H 2.243 -1.462 9.138 -0.307 -0.508 0.014 0.43
H 3.076 8.052 0.096 -0.027 0.218 0.248 0.32
H -0.615 7.016 0.843 0.005 -0.182 0.387 0.31
H 1.386 -6.301 -1.843 0.875 0.000 0.453 0.29
H 4.084 2.798 1.800 -0.025 0.229 -0.253 0.66
H -0.015 -1.573 7.234 -0.071 -0.168 -0.617 0.18
H 0.392 4.670 -0.835 -0.791 -0.400 -0.343 -0.84
H -0.920 -4.874 -2.509 0.134 -0.006 -0.112 -1.05
H 0.793 -3.463 -3.565 0.773 -0.400 -0.073 0.13
H 0.649 -1.678 -5.255 0.267 -0.195 -0.172 0.48
H 3.434 -2.110 3.318 0.726 0.079 0.180 0.57
H -2.312 -3.825 -1.606 -0.353 -0.430 0.513 -2.82
H -4.441 -3.986 -3.690 -0.094 0.426 -0.527 0.70
H 2.199 -1.238 0.093 0.912 -0.085 -1.276 -0.91
H 3.016 1.471 2.098 -0.188 -0.253 -0.565 -0.32
H 0.331 -0.585 -3.934 0.372 0.572 -0.056 -0.08
H 0.063 -0.915 8.645 -0.186 0.216 0.434 0.26
H -5.339 2.050 -0.071 -0.165 0.113 0.420 0.51
H -3.545 4.861 -2.453 -0.082 -0.023 0.208 0.49
H 3.608 1.931 -6.251 0.100 -1.001 0.309 0.40
H -1.804 5.703 0.535 0.321 -0.368 0.311 0.48
H 2.990 -2.032 -3.847 0.208 -0.652 -0.602 0.71
H 1.065 3.537 1.068 -0.027 -0.187 0.204 -0.13
H 6.033 0.287 -0.373 -0.145 0.064 -0.760 0.49
H -6.788 -0.121 4.320 0.737 -0.219 -0.360 0.23
H -1.244 4.488 6.169 0.310 -0.866 0.379 0.27
H -0.866 -2.591 -2.296 0.117 -0.198 -0.363 -0.23
H -8.241 0.217 3.573 -0.201 0.601 -0.911 0.37
H -8.011 -0.639 0.813 -0.345 -0.066 0.394 0.38
H -1.156 0.336 3.883 0.174 -0.198 0.494 -1.14
H 1.279 -5.214 -2.939 0.241 0.487 -0.181 0.36
H -0.361 6.660 -4.330 -0.128 -0.154 -0.363 0.36
H 1.798 6.398 1.054 0.400 -0.041 0.410 0.41
H 2.047 3.623 -3.213 -0.136 -0.150 -0.098 0.27
H -2.124 1.068 -3.555 0.116 0.000 -0.434 0.26
H 3.372 0.319 -1.478 0.176 -0.259 -0.306 -0.84
H 3.320 8.102 -1.639 -0.475 -0.148 -0.222 0.26
H -2.682 -3.961 -4.077 0.126 -0.131 -0.165 0.33
H -4.540 0.777 0.977 -0.309 0.467 0.189 -0.02
H -2.753 -1.557 3.686 -0.009 0.028 -0.248 0.51
H -4.754 -6.035 -4.628 -0.077 0.643 -0.072 0.36
H -0.716 3.493 -2.573 0.132 -0.036 0.387 -0.37
H 0.125 -7.758 -2.199 0.382 0.258 0.181 0.53
H -0.508 3.769 1.286 -0.157 -0.195 0.042 0.09
H 2.172 2.344 4.384 0.068 0.140 0.566 0.57
H 1.444 -4.038 2.423 -0.894 -0.121 -0.659 0.24
H -4.613 -4.305 -0.831 0.203 -0.337 0.648 0.59
H 2.055 1.335 -4.457 -0.231 -0.200 0.304 -0.12
H 3.573 -0.993 8.253 0.196 0.441 -0.539 0.42
H 5.409 -0.262 1.081 -0.674 0.047 0.551 0.42
H 3.733 5.016 -5.357 -0.294 0.671 0.292 0.33
H 4.995 -3.354 -2.729 -0.126 0.449 -0.488 0.30
H -7.740 1.143 1.002 -0.231 0.077 -0.076 0.35
H 3.447 -0.673 2.254 -0.148 -0.225 -0.295 -0.06
H 4.399 2.058 -0.713 0.304 0.618 0.357 -0.05
H 3.230 -6.399 1.531 0.249 -0.270 0.332 0.42
H -5.331 -2.932 -1.366 0.319 0.799 -0.851 0.36
H -7.613 -0.270 -1.710 -0.104 -0.240 0.153 0.29
H 4.020 0.128 -4.405 -0.515 -0.702 -0.172 0.32
H -0.769 2.999 -4.224 0.386 0.604 -0.851 0.37
H 2.156 5.398 -6.256 0.439 0.379 0.064 0.24
H 4.674 -3.758 -1.092 -0.332 -0.058 0.131 0.23
H 3.514 3.106 -2.411 0.254 -0.004 -0.090 0.31
H 0.455 5.714 -3.149 0.005 -0.304 0.330 0.02
H -2.690 4.184 5.245 -0.346 0.225 0.201 0.39
H 2.583 -1.198 -2.457 -0.435 0.232 0.324 -1.29
H -1.022 6.526 -0.758 -0.034 0.101 -0.148 0.33
H 2.336 -6.778 0.069 -0.070 0.075 -0.099 0.20
H -7.623 -1.375 3.362 0.165 -0.246 0.086 0.38
H 4.014 6.820 -0.689 0.050 -0.483 -0.029 0.32
H 3.081 -4.390 2.503 0.619 -0.297 0.031 0.68
H -3.128 -6.615 -4.868 0.468 0.311 0.125 0.32
H 4.674 -2.058 -1.471 0.007 0.284 -0.334 0.24
H -3.560 1.960 4.805 -0.288 0.234 0.134 0.37
H 2.059 2.163 -2.176 -0.169 0.119 -0.155 -0.59
H -5.771 -0.958 -0.024 -0.333 -0.317 -0.651 -0.22
H -3.101 -0.206 2.553 -0.256 -0.452 -0.388 -0.35
H 0.011 -1.520 -1.639 0.423 0.381 0.465 -0.87
```
Positions in Å, forces in eV/Å.

***

The following is a DFT calculation (ωB97M-V/def2-TZVPD) of a cluster of 2 separate species, C9H18NSSi in total in a non-equilibrium geometry.

As for the charge: +1. Its calculated total energy is -1095.8810 a.u.

```
30
Properties=species:S:1:pos:R:3:forces:R:3:nbo_charge:R:1
S 1.730 2.086 -1.912 0.244 1.202 2.165 0.52
Si -0.330 -1.930 0.360 0.662 -0.081 -0.472 1.58
N -2.004 2.586 -0.743 -0.148 0.901 1.606 -0.67
C -1.763 -1.178 -0.704 -0.824 0.197 3.921 -1.09
C 0.345 2.174 -0.777 3.315 0.665 1.577 -0.34
C 0.783 2.485 0.548 -0.950 -0.823 -1.864 -0.10
C 0.227 -0.864 1.849 0.001 -1.867 -0.114 -1.09
C 2.163 2.617 0.579 -0.012 0.878 3.339 -0.28
C -1.003 -3.628 0.816 0.582 2.408 3.855 -1.08
C 2.796 2.651 -0.613 0.555 -0.904 -2.569 -0.26
C -0.879 2.247 -1.324 -3.308 -2.394 -3.363 0.21
C 1.225 -1.969 -0.717 -2.762 0.811 -1.715 -1.09
H 1.202 -2.839 -1.330 -0.172 -0.847 -0.717 0.24
H -2.506 -1.994 -0.865 0.244 0.916 0.215 0.25
H 3.863 2.940 -0.836 -1.411 -0.667 0.330 0.29
H -1.996 -3.267 1.159 0.184 -0.832 -0.038 0.23
H -1.918 2.819 0.255 -0.352 0.144 -0.688 0.41
H 1.043 -1.371 2.434 -0.919 0.323 -0.481 0.25
H 0.096 2.543 1.407 0.619 -0.001 -0.436 0.25
H 2.613 2.766 1.593 0.063 0.102 -1.335 0.27
H -1.013 1.724 -2.351 0.250 1.590 1.397 0.25
H -0.508 -4.203 1.650 -0.470 0.714 -0.891 0.25
H -2.177 -0.295 -0.009 0.401 -1.840 -1.873 0.21
H 0.670 -0.012 1.400 0.337 1.148 -0.238 0.21
H 2.046 -2.095 -0.137 2.781 0.016 1.827 0.23
H 1.326 -1.122 -1.431 0.048 -0.272 0.664 0.22
H -1.408 -0.851 -1.625 0.528 0.894 -1.652 0.21
H -0.612 -0.623 2.480 -0.113 0.316 0.459 0.23
H -1.079 -4.197 -0.012 -0.488 -2.010 -2.748 0.23
H -2.931 2.800 -1.144 1.116 -0.687 -0.164 0.45
```
Positions in Å, forces in eV/Å.

***

The following is a DFT calculation (ωB97M-V/def2-TZVPD) of a structure of composition C13H11F2InO3 in a non-equilibrium geometry.

As for the charge: +2. Its calculated total energy is -1116.5950 a.u.

```
30
Properties=species:S:1:pos:R:3:forces:R:3:mulliken_charge:R:1
In 18.840 -19.726 -27.247 -3.963 -4.177 -9.778 0.94
F 19.642 -21.267 -27.432 6.616 -1.920 -4.098 -0.07
F 18.494 -18.604 -26.094 -1.395 9.014 8.619 0.66
O 17.360 -21.385 -27.503 0.133 -1.420 -1.117 -0.58
O 15.469 -21.205 -26.271 0.684 0.364 -1.153 -0.36
O 16.710 -19.467 -26.874 -1.131 1.097 -0.689 -0.68
C 19.001 -24.852 -25.594 0.351 0.545 -1.149 -0.67
C 17.982 -16.376 -25.305 0.044 -2.971 -1.274 -0.39
C 19.100 -23.555 -27.699 1.045 1.150 1.706 -0.49
C 19.316 -17.971 -24.002 0.293 -0.798 -0.775 -0.29
C 19.532 -23.778 -24.888 0.462 0.422 -0.750 -0.42
C 19.001 -15.704 -23.278 0.865 -1.306 0.824 -0.31
C 18.890 -24.743 -27.004 0.511 0.212 0.179 -0.32
C 18.173 -15.418 -24.354 1.345 0.252 0.671 -0.67
C 18.579 -17.685 -25.118 -0.232 6.843 4.099 0.81
C 19.552 -22.466 -26.913 -0.215 -7.368 4.206 1.01
C 19.881 -22.564 -25.533 -1.419 -1.298 -1.261 -0.69
C 19.529 -17.002 -23.029 -1.667 1.160 -0.396 -0.77
C 16.471 -20.717 -26.962 0.222 0.023 0.896 0.90
H 19.861 -17.281 -22.040 0.764 0.155 -0.194 0.39
H 19.784 -18.945 -24.001 0.106 -0.315 0.674 0.26
H 17.877 -14.381 -24.402 -0.582 -0.157 -0.579 0.40
H 17.387 -16.222 -26.193 -0.100 0.221 -0.096 0.43
H 19.025 -23.524 -28.776 -0.169 0.224 0.000 0.44
H 18.768 -25.786 -25.104 0.040 -0.009 0.018 0.44
H 15.175 -20.354 -25.936 -1.558 0.093 0.976 0.36
H 20.361 -21.849 -24.882 0.066 0.627 -0.442 0.45
H 19.294 -14.894 -22.625 -0.254 -0.064 0.324 0.40
H 18.773 -25.586 -27.669 -0.577 -0.388 0.440 0.39
H 19.824 -23.851 -23.850 -0.284 -0.209 0.120 0.41
```
Positions in Å, forces in eV/Å.

***

The following is a DFT calculation (ωB97M-V/def2-TZVPD) of a structure of composition C12H14BrIN2Sr in a non-equilibrium geometry.

Its calculated total energy is -3477.6919 a.u.

```
31
Properties=species:S:1:pos:R:3:forces:R:3:nbo_charge:R:1
I 2.895 -0.043 -0.121 -0.073 0.017 -0.051 -0.89
Sr -0.197 -0.017 -0.319 0.248 -0.116 0.645 1.75
Br -2.589 -0.072 1.141 -0.252 0.005 0.053 -0.90
N -0.666 -1.382 -2.462 -0.199 -0.917 -1.653 -0.52
N -0.424 1.360 -2.454 -0.050 0.512 -1.875 -0.53
C 0.123 3.427 -3.590 0.274 0.106 0.618 -0.24
C 0.310 -0.678 3.418 0.925 1.130 1.592 -0.66
C 0.178 2.758 -4.816 -0.404 0.640 1.310 -0.14
C -0.484 -2.847 -4.862 -0.203 -1.032 1.652 -0.14
C -0.587 -0.768 -3.687 0.358 0.183 1.369 0.19
C -0.166 1.421 -4.862 0.117 -0.081 0.316 -0.22
C -0.425 0.736 -3.681 0.088 0.055 1.248 0.18
C -0.514 -1.476 -4.874 -0.182 0.545 -0.214 -0.23
C -0.200 2.692 -2.443 0.004 -0.343 0.112 0.06
C -0.567 -3.524 -3.640 -0.146 0.646 1.342 -0.24
C -0.705 -2.737 -2.462 0.294 0.120 -0.636 0.07
C 0.393 0.924 3.444 0.074 -1.692 -0.012 -0.60
H 1.166 -0.527 4.134 -0.898 -2.605 0.024 0.21
H 0.298 0.880 4.554 0.288 1.689 -0.897 0.21
H 0.459 3.319 -5.677 0.114 0.089 -0.661 0.23
H -0.669 -0.801 3.856 0.015 -0.915 0.619 0.21
H 1.377 1.134 3.065 0.424 0.904 0.229 0.21
H -0.821 -3.233 -1.479 0.130 0.410 -0.655 0.21
H -0.474 -0.934 -5.812 0.020 -0.279 0.119 0.22
H -0.514 -4.622 -3.497 -0.131 0.899 -0.486 0.24
H -0.416 -3.442 -5.733 0.135 -0.228 -1.000 0.23
H 0.400 4.493 -3.439 -0.330 -0.924 -0.456 0.24
H 0.554 -1.569 2.812 -0.074 1.292 -1.034 0.21
H -0.365 1.549 3.032 -0.709 0.201 -0.669 0.20
H -0.165 0.889 -5.795 0.054 0.114 -0.139 0.22
H -0.250 3.192 -1.451 0.087 -0.427 -0.811 0.21
```
Positions in Å, forces in eV/Å.